[1]
A molecular structure, C33H34BBr4N6O2Si2Tc in a non-equilibrium geometry. Source: OMol25; level of theory: ωB97M-V/def2-TZVPD.

Last column: Löwdin charge in e.
Positions of all 83 atoms, in Å:
Tc: -0.56220 -0.34862 -0.07315  1.3966
B: 0.03037 2.27210 2.39142  -0.4301
N: -0.24382 0.79590 2.81640  -0.0651
C: -0.33538 0.44991 4.10783  -0.1079
C: -0.57932 -0.90646 4.19386  -0.0521
C: -0.60767 -1.33219 2.86808  -0.1410
N: -0.41703 -0.29303 2.05137  -0.1052
N: 0.34769 2.47242 0.86770  -0.0468
C: 0.67628 3.68606 0.40702  -0.0996
C: 0.93502 3.60107 -0.94760  -0.0490
C: 0.73653 2.25597 -1.24402  -0.1707
N: 0.38184 1.59021 -0.14196  -0.1103
H: -0.95421 2.93485 2.64369  0.0653
H: 0.98917 2.65731 3.01710  0.0775
H: -0.20354 1.19863 4.87139  0.1250
H: -0.70413 -1.50277 5.08051  0.0901
H: -0.75473 -2.31788 2.45769  0.1120
H: 0.71450 4.52008 1.08816  0.1253
H: 1.22155 4.39200 -1.61839  0.0894
H: 0.79336 1.73980 -2.18729  0.1021
Br: -0.46933 -7.43944 -0.51837  0.6779
C: -0.96152 -5.63253 -0.24944  -0.7546
C: -2.22359 -5.32218 0.24770  -0.7633
Br: -3.45816 -6.67818 0.69042  0.6842
C: -2.58943 -3.98068 0.40817  -0.6504
Br: -4.28497 -3.44170 1.02846  0.7588
C: -1.68719 -2.97750 0.09307  -0.4062
O: -1.96376 -1.69108 0.15028  -0.2670
C: -0.37443 -3.28390 -0.34628  -0.3960
O: 0.40276 -2.25266 -0.58009  -0.3315
C: -0.04478 -4.61511 -0.54971  -0.6236
Br: 1.63860 -4.98550 -1.31768  0.7963
C: 0.43843 -1.25682 -3.61928  -0.0088
C: -0.73304 -0.35506 -3.38099  -0.3142
C: -1.46651 0.16288 -4.43127  -0.0630
C: -2.51889 1.04422 -4.15684  -0.0796
C: -2.83703 1.38917 -2.87025  -0.0290
C: -2.07354 0.82487 -1.81628  -0.4304
N: -1.04406 -0.02807 -2.11808  0.0078
N: -2.19069 1.00680 -0.49998  -0.1183
Si: -3.58041 1.57246 0.36882  0.4044
C: -5.17219 1.15333 -0.55445  -0.1763
C: -3.49104 3.43830 0.56779  -0.1711
C: -3.61059 0.77496 2.05290  -0.1573
H: 0.29070 -1.82697 -4.53656  0.0823
H: 0.59383 -1.93664 -2.78221  0.0613
H: 1.35165 -0.66856 -3.73404  0.0735
H: -1.21739 -0.11584 -5.44603  0.0988
H: -3.09045 1.46491 -4.97715  0.1017
H: -3.63887 2.07691 -2.64686  0.0889
H: -5.45453 1.93829 -1.26004  0.0156
H: -5.99526 1.04473 0.15784  0.0235
H: -5.08159 0.21413 -1.10436  0.0323
H: -3.46649 3.94185 -0.40302  0.0226
H: -2.58575 3.71247 1.11448  0.0042
H: -4.35369 3.81940 1.12418  0.0256
H: -3.43246 -0.30048 1.98416  0.0101
H: -4.58354 0.93271 2.52843  0.0313
H: -2.84642 1.21429 2.69564  0.0145
C: 3.89542 2.17553 3.39479  -0.1108
C: 3.83335 2.50532 2.04724  -0.0971
C: 3.22946 1.64247 1.14446  -0.1113
C: 2.67570 0.42525 1.54849  -0.2906
C: 2.74827 0.12007 2.91145  -0.1319
C: 3.34567 0.97833 3.82634  -0.0996
Si: 1.83785 -0.87894 0.42456  0.6956
C: 3.01727 -1.07482 -1.03405  -0.2710
C: 3.74781 -2.25676 -1.17429  -0.1405
C: 4.67555 -2.42119 -2.19508  -0.0954
C: 4.89759 -1.39828 -3.10494  -0.1038
C: 4.19424 -0.20778 -2.97677  -0.1002
C: 3.27128 -0.05204 -1.95168  -0.1225
H: 4.36082 2.85201 4.10205  0.0932
H: 4.24900 3.44304 1.69636  0.0974
H: 3.18204 1.94444 0.10358  0.0866
H: 2.31482 -0.80888 3.26962  0.0846
H: 3.37477 0.70973 4.87618  0.0972
H: 1.95545 -2.05238 1.32877  0.0274
H: 3.58421 -3.06591 -0.47057  0.0560
H: 5.22590 -3.35153 -2.27712  0.0974
H: 5.61902 -1.52404 -3.90352  0.0931
H: 4.36447 0.60370 -3.67517  0.0974
H: 2.74140 0.88954 -1.87355  0.0684

The spin multiplicity is 2. For the highest occupied orbital energy (alpha / beta), the calculation gives -4.8 / -4.9 eV. Its total charge is -1.

[2]
2 unconnected molecules or ions with the total composition C33H34BF3O2 in a non-equilibrium geometry. Source: OMol25; level of theory: ωB97M-V/def2-TZVPD.

Last column: Löwdin charge in e.
Positions of all 73 atoms, in Å:
C: -2.79699 -1.27405 0.94791  -0.0120
C: -1.53436 -0.61778 0.38553  -0.4615
C: -1.82624 -0.30351 -1.05373  -0.0062
C: -1.01489 0.59334 1.32445  -0.4580
C: -0.09290 1.56562 0.59572  -0.0023
C: -2.09019 1.43206 2.00377  -0.0063
O: -0.26277 -0.08999 2.31551  0.0711
B: 0.24479 -1.22750 1.61279  -0.8650
C: 1.86948 -1.14991 1.42377  -0.0775
C: 2.47310 -1.60983 0.26034  -0.0179
C: 3.86313 -1.52873 0.10265  -0.0160
C: 4.62884 -0.97924 1.12480  -0.1587
C: 6.11866 -0.89209 0.91923  -0.5273
F: 6.76663 -0.30568 1.96648  0.1051
F: 6.67057 -2.13422 0.74418  0.1090
F: 6.41349 -0.15959 -0.20111  0.1014
C: 4.04255 -0.50322 2.28545  -0.0161
C: 2.65147 -0.58336 2.42596  -0.0191
C: -0.12912 -2.63526 2.61440  -0.0209
C: 0.39310 -3.87748 2.02215  -0.2475
C: 1.60607 -4.44903 2.45833  -0.0443
C: 2.11456 -5.60110 1.85754  -0.1004
C: 1.41523 -6.21673 0.81126  -0.1208
C: 0.21254 -5.65886 0.36463  -0.1029
C: -0.28913 -4.49974 0.95756  -0.0416
O: -0.44436 -1.51910 0.40291  0.0631
H: -3.66132 -0.61392 0.79005  0.0853
H: -2.99400 -2.20897 0.40479  0.0934
H: -2.71819 -1.49655 2.01820  0.0868
H: -2.66683 0.39378 -1.09961  0.0743
H: -0.95290 0.11607 -1.55770  0.0852
H: -2.12195 -1.21758 -1.58304  0.1107
H: -0.66129 2.21713 -0.08227  0.0315
H: 0.40193 2.20704 1.34006  0.1098
H: 0.68599 1.04886 0.02145  0.1015
H: -2.66156 1.99784 1.25449  0.0720
H: -2.78004 0.81987 2.59275  0.0857
H: -1.61047 2.15785 2.67255  0.0936
H: 1.89325 -2.06702 -0.54093  0.1164
H: 4.34421 -1.89512 -0.80130  0.1160
H: 4.65829 -0.07528 3.07621  0.1129
H: 2.19874 -0.21077 3.34158  0.1162
H: 0.37166 -2.40228 3.56314  0.0997
H: -1.21086 -2.65770 2.76623  0.0865
H: 2.16225 -3.95548 3.25938  0.1120
H: 3.06202 -6.01386 2.20664  0.0947
H: 1.81132 -7.12078 0.34754  0.0885
H: -0.33761 -6.11846 -0.46093  0.0931
H: -1.21086 -4.04133 0.59037  0.1031
C: -2.03979 2.22336 -2.36322  0.0754
C: -2.71479 3.23723 -1.60072  -0.1912
C: -4.13824 3.30476 -1.69648  -0.0038
C: -4.88520 4.14158 -0.88278  -0.0537
C: -4.24870 4.94711 0.07815  -0.0312
C: -2.85057 4.95638 0.14238  -0.0467
C: -2.08722 4.17624 -0.72751  -0.0066
C: -0.77205 2.32124 -3.04119  -0.1926
C: -0.67463 1.75002 -4.34614  -0.0050
C: 0.54090 1.63911 -5.00330  -0.0527
C: 1.72044 2.09727 -4.39049  -0.0287
C: 1.64205 2.72522 -3.14207  -0.0382
C: 0.41634 2.88950 -2.49602  -0.0004
H: -2.71990 1.48090 -2.80607  0.1239
H: -4.62885 2.70535 -2.47020  0.1267
H: -5.97094 4.17278 -0.98269  0.1151
H: -4.84195 5.55442 0.76210  0.1180
H: -2.34390 5.58971 0.87623  0.1207
H: -1.01022 4.31855 -0.75445  0.1004
H: -1.59916 1.43159 -4.83631  0.1252
H: 0.58394 1.18991 -5.99584  0.1150
H: 2.68266 1.95843 -4.88560  0.1192
H: 2.55064 3.09511 -2.66012  0.1214
H: 0.38406 3.45591 -1.56973  0.0936

For the highest occupied orbital energy, the calculation gives -6.1 eV. Its total charge is 0.